[1]
DFT (ωB97M-V/def2-TZVPD) results for a molecular structure, C28H37AgN9O5S2 at a distorted geometry.

The geometry in ORCA input format:
```
! RIJCOSX wB97M-V def2-TZVPD def2/J DEFGRID3
* xyz -1 1
Ag -14.83 4.70 13.45
C -17.12 0.86 15.97
N -15.92 1.36 16.62
C -14.98 0.24 16.96
C -13.59 0.84 16.84
N -13.83 1.99 16.02
C -12.68 2.84 15.81
C -15.12 2.36 16.00
N -15.52 3.45 15.43
C -16.82 4.01 15.90
C -17.83 4.22 14.80
N -17.39 5.22 13.91
C -17.69 5.23 12.64
N -17.72 6.37 11.84
C -17.75 7.73 12.40
C -18.46 6.11 10.64
C -18.22 4.60 10.44
N -18.10 4.09 11.84
C -17.18 2.97 11.87
H -17.08 -0.15 15.53
H -17.41 1.44 15.13
H -18.02 0.87 16.63
H -15.09 -0.52 16.17
H -15.26 -0.21 17.95
H -12.95 0.14 16.30
H -13.20 1.10 17.78
H -13.05 3.84 15.45
H -12.08 2.48 14.97
H -12.13 3.00 16.76
H -16.55 5.09 16.18
H -17.23 3.51 16.75
H -18.73 4.58 15.30
H -18.12 3.19 14.37
H -17.08 8.39 11.86
H -17.49 7.55 13.45
H -18.80 8.06 12.21
H -17.96 6.66 9.82
H -19.57 6.37 10.56
H -17.26 4.50 9.88
H -18.99 4.16 9.88
H -16.18 3.25 11.52
H -17.59 2.21 11.21
H -17.12 2.55 12.86
O -15.48 7.27 15.87
C -14.26 7.50 16.35
C -14.13 7.79 17.76
C -12.86 8.26 18.20
C -11.78 8.39 17.28
C -11.93 8.13 15.92
C -13.17 7.70 15.45
C -13.39 7.37 13.96
O -12.48 7.43 13.16
O -14.56 6.91 13.63
H -15.39 7.17 14.85
H -15.07 7.62 18.32
H -12.76 8.53 19.25
H -10.84 8.75 17.76
H -11.03 8.35 15.33
N -18.61 -2.32 10.66
C -17.39 -1.88 11.16
C -16.14 -2.37 10.83
C -14.99 -1.94 11.41
C -15.04 -0.95 12.37
C -16.30 -0.44 12.74
C -17.48 -0.88 12.13
S -13.53 -0.25 13.05
O -13.57 -0.65 14.43
O -12.40 -0.73 12.29
N -13.80 1.25 13.03
C -13.42 2.05 12.04
S -12.25 1.71 10.77
C -12.48 3.30 10.16
C -13.39 4.03 10.89
N -13.86 3.31 11.99
H -18.56 -2.45 9.69
H -19.31 -1.65 10.82
H -16.21 -3.03 9.94
H -13.99 -2.27 11.07
H -16.26 0.36 13.54
H -18.39 -0.31 12.28
H -11.93 3.59 9.32
H -13.51 5.14 10.86
*
```

molar mass	751.66	g mol⁻¹
frontier orbital gap	7.49	eV

Mulliken atomic charge list, values in e, 8 entries: number 1, Ag, carries 1.329; number 2, C, carries -1.143; number 3, N, carries 0.116; number 4, C, carries -0.509; number 5, C, carries -1.047; number 6, N, carries 0.454; number 7, C, carries -0.784; number 8, C, carries 0.009

=====

[2]
DFT (ωB97M-V/def2-TZVPD) results for 3 unconnected molecules or ions with the total composition C23H50N2O6S at a distorted geometry.

The geometry in ORCA input format:
```
! RIJCOSX wB97M-V def2-TZVPD def2/J DEFGRID3
* xyz 0 1
C 2.01 -1.66 1.86
C 0.49 -1.55 1.71
C -0.23 -2.91 1.56
C -1.23 -3.26 2.68
C -2.72 -3.19 2.31
C -3.41 -1.83 2.61
C -4.26 -1.21 1.47
C -3.56 -0.07 0.73
C -3.36 1.13 1.66
C -1.94 1.65 1.69
O -1.47 2.29 0.79
O -1.20 1.33 2.76
C -4.22 0.37 -0.56
O -4.01 -0.73 -1.46
S -2.56 -1.34 -1.19
O -1.58 -0.86 -2.10
O -2.75 -2.75 -1.04
O -2.30 -0.59 0.19
H 2.48 -0.74 1.53
H 2.32 -1.84 2.89
H 2.40 -2.45 1.22
H 0.06 -0.98 2.54
H 0.30 -0.96 0.82
H -0.72 -2.96 0.59
H 0.54 -3.68 1.56
H -1.03 -4.28 3.01
H -1.06 -2.63 3.56
H -3.24 -3.94 2.92
H -2.88 -3.48 1.28
H -2.65 -1.13 2.96
H -4.10 -2.00 3.44
H -4.56 -2.00 0.78
H -5.18 -0.80 1.90
H -3.70 0.88 2.67
H -3.96 1.97 1.30
H -1.76 1.01 3.48
H -5.25 0.68 -0.50
H -3.63 1.19 -0.98
C -4.90 5.55 -5.69
C -4.11 4.49 -4.93
N -2.89 5.00 -4.34
C -2.01 3.95 -3.85
C -2.50 3.09 -2.68
C -3.04 6.16 -3.48
C -3.96 6.04 -2.26
H -4.28 6.01 -6.46
H -5.76 5.09 -6.18
H -5.28 6.33 -5.04
H -3.83 3.70 -5.63
H -4.78 4.03 -4.19
H -1.06 4.41 -3.58
H -1.80 3.29 -4.69
H -2.45 3.63 -1.73
H -1.85 2.22 -2.58
H -3.52 2.74 -2.83
H -3.39 6.99 -4.10
H -2.04 6.46 -3.15
H -4.90 5.54 -2.51
H -4.22 7.04 -1.90
H -3.49 5.50 -1.44
C 6.63 -2.99 -1.09
C 6.48 -2.24 0.23
N 6.04 -3.09 1.32
C 5.63 -2.35 2.50
C 6.70 -1.54 3.26
C 6.83 -4.28 1.56
C 8.33 -4.10 1.88
H 5.70 -3.49 -1.36
H 6.88 -2.28 -1.88
H 7.43 -3.73 -1.05
H 5.73 -1.46 0.10
H 7.43 -1.73 0.45
H 5.16 -3.04 3.20
H 4.84 -1.66 2.19
H 7.36 -2.18 3.84
H 6.21 -0.86 3.95
H 7.31 -0.94 2.58
H 6.75 -4.92 0.68
H 6.36 -4.84 2.37
H 8.80 -3.36 1.22
H 8.85 -5.05 1.73
H 8.50 -3.79 2.91
*
```

SMILES	CCCCCCC[C@]1(CC(=O)O)COS(=O)(=O)O1.CCN(CC)CC.CCN(CC)CC
molar mass	482.73	g mol⁻¹
frontier orbital gap	8.15	eV

Mulliken atomic charge list, values in e, 8 entries: number 1, C, carries -1.606; number 2, C, carries 0.357; number 3, C, carries -0.638; number 4, C, carries -1.113; number 5, C, carries -0.771; number 6, C, carries -0.153; number 7, C, carries -1.631; number 8, C, carries 1.929

=====

[3]
DFT (ωB97M-V/def2-TZVPD) results for 9 unconnected molecules or ions with the total composition C36H51BNO27 at a distorted geometry.

The geometry in ORCA input format:
```
! RIJCOSX wB97M-V def2-TZVPD def2/J DEFGRID3
* xyz -1 1
O 3.47 1.60 1.90
C 3.17 0.43 1.12
C 3.73 -0.92 1.62
C 3.42 -2.20 0.79
C 2.59 -2.07 -0.50
C 2.03 -0.70 -0.99
C 2.29 0.58 -0.17
C 1.75 2.05 -0.50
N 1.11 2.19 -1.84
C -0.24 1.50 -1.91
C -1.48 2.48 -2.17
C -2.90 1.93 -1.66
C -2.88 1.29 -0.19
C -2.84 -0.31 -0.52
O -3.03 -0.94 0.78
B -3.95 0.06 1.44
O -4.09 1.29 0.59
H 4.23 2.05 1.45
H 4.36 -0.98 2.56
H 3.82 -3.20 1.19
H 2.37 -3.01 -1.10
H 1.40 -0.66 -1.95
H 2.57 2.84 -0.31
H 0.93 2.28 0.29
H 0.87 3.21 -1.90
H -0.32 0.85 -0.98
H -0.16 0.77 -2.80
H -1.57 2.59 -3.32
H -1.33 3.55 -1.79
H -3.37 1.19 -2.39
H -3.60 2.85 -1.61
H -1.96 1.75 0.32
H -3.73 -0.57 -1.22
H -1.92 -0.68 -1.11
H -4.93 -0.60 1.61
H -3.40 0.20 2.51
C -2.22 -4.48 2.47
C -3.10 -4.56 1.26
O -2.46 -5.55 0.47
C -1.73 -6.33 1.31
O -1.20 -7.36 0.99
O -1.68 -5.79 2.56
H -2.78 -4.23 3.38
H -1.41 -3.76 2.35
H -4.11 -4.90 1.50
H -3.16 -3.61 0.73
C 1.73 -9.92 0.78
C 1.88 -8.73 1.68
O 3.27 -8.72 1.98
C 3.90 -9.38 0.97
O 5.09 -9.41 0.82
O 3.00 -10.00 0.15
H 0.94 -9.79 0.05
H 1.55 -10.84 1.34
H 1.62 -7.79 1.18
H 1.29 -8.82 2.59
C -5.25 4.95 0.52
C -6.10 3.78 0.91
O -6.73 4.22 2.11
C -6.73 5.58 2.08
O -7.32 6.28 2.86
O -5.96 6.06 1.07
H -5.13 5.05 -0.56
H -4.25 4.91 0.98
H -6.87 3.57 0.16
H -5.51 2.88 1.08
C 8.18 -1.18 2.60
C 9.08 -0.11 2.05
O 8.22 0.59 1.17
C 6.94 0.38 1.59
O 5.99 0.96 1.16
O 6.90 -0.59 2.55
H 8.44 -1.46 3.63
H 8.18 -2.09 1.99
H 9.43 0.57 2.83
H 9.94 -0.52 1.52
C -5.24 -6.32 -1.73
C -5.80 -5.89 -3.05
O -6.67 -4.83 -2.70
C -6.24 -4.33 -1.51
O -6.66 -3.33 -1.01
O -5.28 -5.13 -0.96
H -4.21 -6.69 -1.81
H -5.85 -7.08 -1.24
H -5.03 -5.51 -3.73
H -6.34 -6.70 -3.56
C 1.40 7.74 -2.28
C 1.92 6.87 -1.18
O 1.15 5.68 -1.32
C 0.72 5.63 -2.61
O 0.19 4.68 -3.11
O 0.98 6.80 -3.26
H 2.16 8.40 -2.68
H 0.53 8.34 -1.97
H 2.98 6.62 -1.31
H 1.77 7.31 -0.19
C 3.67 1.52 -4.87
C 3.82 2.71 -3.98
O 5.21 2.71 -3.67
C 5.84 2.03 -4.67
O 7.03 1.99 -4.82
O 4.94 1.42 -5.49
H 2.88 1.65 -5.61
H 3.47 0.60 -4.30
H 3.57 3.65 -4.49
H 3.22 2.63 -3.07
C -2.16 3.50 3.91
C -1.79 4.69 4.75
O -1.10 5.53 3.83
C -1.54 5.20 2.58
O -1.29 5.82 1.59
O -2.29 4.06 2.61
H -3.09 3.04 4.23
H -1.38 2.74 3.89
H -2.66 5.22 5.13
H -1.14 4.42 5.58
*
```

molar mass	940.60	g mol⁻¹
frontier orbital gap	5.94	eV

Mulliken atomic charge list, values in e, 8 entries: number 1, O, carries -0.625; number 2, C, carries 0.299; number 3, C, carries -0.347; number 4, C, carries -0.627; number 5, C, carries -0.665; number 6, C, carries -0.227; number 7, C, carries 0.632; number 8, C, carries -0.241

=====

[4]
DFT (ωB97M-V/def2-TZVPD) results for C3H7N3O3 in the gas phase at a distorted geometry.

The geometry in ORCA input format:
```
! RIJCOSX wB97M-V def2-TZVPD def2/J DEFGRID3
* xyz 0 1
C -0.52 -1.24 -1.58
C -1.02 -0.26 -0.41
C -0.90 -1.05 0.87
H 0.49 -1.65 -1.72
H -1.26 -2.04 -1.43
H -0.67 -0.78 -2.61
H -2.13 0.13 -0.73
H -0.79 1.93 -0.56
H -0.48 0.49 2.07
H -0.44 -1.17 2.80
N -0.27 1.07 -0.31
N 1.16 1.23 -0.47
N -0.74 -0.43 2.12
O 1.38 2.53 -0.57
O 2.02 0.37 -0.37
O -1.03 -2.24 0.88
*
```

SMILES	C[C@H](N[N+](=O)[O-])C(N)=O
molar mass	133.11	g mol⁻¹
frontier orbital gap	10.09	eV

Mulliken atomic charge list, values in e, 8 entries: number 1, C, carries -1.186; number 2, C, carries 0.364; number 3, C, carries 0.310; number 4, H, carries 0.317; number 5, H, carries 0.347; number 6, H, carries 0.373; number 7, H, carries 0.252; number 8, H, carries 0.286

=====

[5]
DFT (ωB97M-V/def2-TZVPD) results for a molecular structure, C19H28CdN2O9Sb at a distorted geometry.

The geometry in ORCA input format:
```
! RIJCOSX wB97M-V def2-TZVPD def2/J DEFGRID3
* xyz -1 1
Cd 0.87 1.20 0.19
O 2.45 -1.26 0.13
C 3.65 -0.75 0.67
C 4.17 0.45 -0.12
N 3.23 1.57 -0.13
C 3.12 2.13 -1.47
C 2.39 1.11 -2.40
O 2.75 1.00 -3.56
O 1.49 0.42 -1.82
C 3.57 2.60 0.84
C 2.40 3.61 1.11
O 2.71 4.74 1.47
O 1.23 3.17 0.94
H 2.25 -0.77 -0.70
H 3.47 -0.47 1.72
H 4.41 -1.54 0.65
H 5.14 0.76 0.31
H 4.35 0.13 -1.15
H 2.50 3.03 -1.44
H 4.10 2.38 -1.90
H 3.80 2.13 1.81
H 4.46 3.18 0.53
O -1.77 4.30 -2.12
C -1.15 3.32 -1.43
O -0.06 2.91 -1.76
C -1.90 2.84 -0.25
C -3.14 3.35 0.11
C -3.74 2.87 1.27
C -3.07 1.92 2.02
C -1.83 1.46 1.57
N -1.29 1.89 0.45
C -1.04 0.41 2.39
O -1.66 -0.15 3.28
O 0.16 0.23 2.05
H -1.19 4.59 -2.84
H -3.61 4.11 -0.49
H -4.71 3.23 1.57
H -3.46 1.52 2.94
C -1.04 -3.89 1.74
C 0.02 -2.99 1.13
Sb -0.62 -1.51 -0.37
C -0.83 -2.88 -2.12
C -0.99 -4.36 -1.88
C -2.78 -1.43 0.17
C -3.70 -2.54 -0.30
H -0.59 -4.52 2.51
H -1.49 -4.54 1.00
H -1.82 -3.29 2.21
H 0.81 -3.58 0.67
H 0.47 -2.38 1.90
H 0.07 -2.70 -2.70
H -1.67 -2.50 -2.70
H -0.19 -4.74 -1.25
H -0.96 -4.90 -2.83
H -1.94 -4.58 -1.39
H -3.13 -0.48 -0.23
H -2.81 -1.36 1.26
H -3.68 -2.63 -1.39
H -4.73 -2.33 -0.01
H -3.42 -3.50 0.13
*
```

molar mass	662.61	g mol⁻¹
frontier orbital gap	7.31	eV

Mulliken atomic charge list, values in e, 8 entries: number 1, Cd, carries 2.770; number 2, O, carries -0.508; number 3, C, carries -0.583; number 4, C, carries -1.236; number 5, N, carries 0.716; number 6, C, carries -0.951; number 7, C, carries 0.568; number 8, O, carries -0.794

=====

[6]
DFT (ωB97M-V/def2-TZVPD) results for 5 unconnected molecules or ions with the total composition C2H12NO3 at a distorted geometry.

The geometry in ORCA input format:
```
! RIJCOSX wB97M-V def2-TZVPD def2/J DEFGRID3
* xyz 1 1
C 2.29 0.97 -0.67
C 1.51 1.63 0.29
N 1.89 -0.17 -1.25
H 3.29 1.35 -0.88
H 2.06 2.36 0.88
H 0.53 1.17 0.35
H -6.23 0.02 1.23
H 1.02 -0.64 -1.00
H 2.55 -0.61 -1.88
H -1.16 -2.21 -0.73
H -6.35 0.40 1.86
O -0.43 -1.62 -0.52
H -1.12 0.09 -0.33
H -1.49 1.40 -1.05
O -1.26 1.05 -0.18
H 1.65 -2.10 1.54
H 0.37 -1.55 0.73
O 0.88 -1.53 1.60
*
```

molar mass	98.12	g mol⁻¹
frontier orbital gap	4.01	eV

Mulliken atomic charge list, values in e, 8 entries: number 1, C, carries 0.240; number 2, C, carries -0.335; number 3, N, carries -0.004; number 4, H, carries 0.379; number 5, H, carries 0.327; number 6, H, carries 0.290; number 7, H, carries -0.020; number 8, H, carries 0.216

=====

[7]
DFT (ωB97M-V/def2-TZVPD) results for a molecular structure, C4H5LiO2Ru at a distorted geometry.

The geometry in ORCA input format:
```
! RIJCOSX wB97M-V def2-TZVPD def2/J DEFGRID3
* xyz 3 6
H 1.34 1.50 0.00
C 0.86 0.33 0.69
C 0.38 -1.08 0.49
C -0.91 -1.06 -0.33
C -0.87 -0.01 -1.40
O 0.35 0.41 -1.49
O 0.30 1.02 1.53
Li 0.46 2.90 1.86
Ru -0.50 2.03 -2.27
H 0.26 -1.56 1.48
H 1.20 -1.63 0.01
H -1.79 -0.84 0.29
H -1.08 -2.01 -0.85
*
```

<S²>	8.777
molar mass	193.09	g mol⁻¹
frontier orbital gap (spin up / spin down)	7.60 / 5.48	eV

Mulliken atomic charge list, values in e, 8 entries: number 1, H, carries 0.200; number 2, C, carries 0.648; number 3, C, carries -0.577; number 4, C, carries -0.360; number 5, C, carries 0.258; number 6, O, carries -0.571; number 7, O, carries -0.325; number 8, Li, carries 0.966

=====

[8]
DFT (ωB97M-V/def2-TZVPD) results for C5H8N2 in the gas phase at a distorted geometry.

The geometry in ORCA input format:
```
! RIJCOSX wB97M-V def2-TZVPD def2/J DEFGRID3
* xyz 0 1
C -0.60 -1.07 1.14
C 0.08 -0.09 0.18
C 1.17 -0.78 -0.64
N -0.94 0.52 -0.72
C 0.46 1.16 0.97
C -0.90 1.87 -0.74
N -0.84 3.03 -0.83
H 0.14 -1.47 1.84
H -1.05 -1.92 0.60
H -1.37 -0.55 1.72
H 0.80 -1.68 -1.14
H 1.56 -0.10 -1.40
H 2.00 -1.07 0.02
H -1.88 0.16 -0.60
H 1.38 1.59 0.50
*
```

molar mass	96.13	g mol⁻¹
frontier orbital gap (spin up / spin down)	8.22 / 8.23	eV

Mulliken atomic charge list, values in e, 8 entries: number 1, C, carries -1.680; number 2, C, carries 1.412; number 3, C, carries -1.500; number 4, N, carries -0.391; number 5, C, carries -0.717; number 6, C, carries 0.390; number 7, N, carries -0.450; number 8, H, carries 0.400

=====

[9]
DFT (ωB97M-V/def2-TZVPD) results for a molecular structure, C34H25FN6O5PtS.

The geometry in ORCA input format:
```
! RIJCOSX wB97M-V def2-TZVPD def2/J DEFGRID3
* xyz 2 5
Pt -1.09 -0.73 -1.43
O 0.00 7.07 -1.66
C 1.04 6.84 -2.11
O 2.08 6.59 -2.57
C 0.19 3.90 -2.21
C -1.02 3.69 -1.63
C -1.35 2.35 -1.44
N -0.52 1.38 -1.84
C 0.67 1.63 -2.40
C 1.08 2.95 -2.62
C 1.49 0.44 -2.76
C 2.71 0.55 -3.41
C 3.41 -0.61 -3.71
C 2.88 -1.83 -3.36
C 1.65 -1.87 -2.72
N 0.98 -0.75 -2.43
C -2.61 1.90 -0.79
C -3.48 2.79 -0.18
C -4.63 2.32 0.44
C -4.88 0.95 0.43
C -3.96 0.12 -0.20
N -2.87 0.58 -0.80
H -1.67 4.50 -1.34
H 2.04 3.19 -3.06
H 3.12 1.51 -3.67
H 4.37 -0.55 -4.21
H 3.39 -2.76 -3.57
H 1.19 -2.79 -2.40
H -3.26 3.85 -0.16
H -5.31 3.00 0.92
H -5.75 0.53 0.90
H -4.11 -0.95 -0.22
C 3.42 -3.52 4.13
C 2.45 -2.46 4.64
C 3.17 -1.40 5.47
C 2.16 -0.44 6.07
C 1.28 0.13 5.00
C 0.64 1.34 5.19
C -0.16 1.88 4.18
F -0.75 3.06 4.41
C -0.33 1.26 2.98
C 0.30 0.03 2.77
C 0.13 -0.64 1.49
O -0.58 -0.05 0.61
C 0.77 -1.88 1.33
C 1.54 -2.37 2.37
N 1.71 -1.78 3.54
C 1.09 -0.54 3.77
C 0.70 -2.75 0.12
O 1.53 -3.63 -0.04
O -0.30 -2.61 -0.72
H 3.99 -3.88 4.98
H 4.12 -3.10 3.40
H 2.92 -4.38 3.69
H 1.69 -2.94 5.27
H 3.89 -0.87 4.84
H 3.73 -1.91 6.26
H 2.66 0.37 6.60
H 1.54 -0.97 6.81
H 0.77 1.89 6.11
H -0.94 1.70 2.21
H 2.03 -3.32 2.21
S -2.82 -2.57 -1.97
C -2.79 -1.91 -3.51
N -3.52 -2.38 -4.56
C -3.44 -1.86 -5.80
C -2.60 -0.80 -6.03
C -1.88 -0.32 -4.93
N -1.97 -0.85 -3.73
H -4.13 -3.17 -4.38
H -4.05 -2.32 -6.56
H -2.51 -0.36 -7.01
H -1.20 0.51 -5.03
*
```

<S²>	6.019
molar mass	843.75	g mol⁻¹
frontier orbital gap (spin up / spin down)	6.99 / 6.18	eV

Mulliken atomic charge list, values in e, 8 entries: number 1, Pt, carries 4.338; number 2, O, carries -0.389; number 3, C, carries 0.827; number 4, O, carries -0.378; number 5, C, carries -0.833; number 6, C, carries -0.911; number 7, C, carries 0.643; number 8, N, carries 0.142